Entry 1:
Formula: C4H6N4
Source: OMol25
Level of theory: ωB97M-V/def2-TZVPD

As for the multiplicity: 1. The highest occupied orbital energy comes out at -8.6 eV. The value obtained for the LUMO energy is -0.53 eV. The total charge is 0. The value obtained for the HOMO-LUMO gap is 8.09 eV.

Geometry as XYZ:
```
14
Properties=species:S:1:pos:R:3:forces:R:3
C -0.73858 0.20829 2.48332 -0.3295 2.7508 0.1970
C -0.70593 -0.17964 0.19709 -3.6196 1.9024 1.1738
C 1.39315 -0.26175 -0.68029 -0.1618 -1.6433 0.5918
C -0.52001 -0.08235 -2.16920 0.9929 -0.2025 4.0768
H -1.47110 0.28250 3.40721 1.5094 0.2162 -2.0724
H -0.18124 -0.70919 2.53476 0.5076 -0.1895 0.4043
H -0.01641 1.15117 2.32199 -1.1868 -2.0297 1.5513
H 2.51016 -0.59776 -0.68363 -2.0450 1.0725 0.4295
H 1.77679 0.90730 -2.68213 -3.8471 -3.6518 2.6291
H -0.82090 -0.25191 -3.14434 -0.7334 0.1209 -1.8770
N -1.44535 0.27014 1.20247 1.1388 -2.1543 -2.6697
N 0.62162 -0.49745 0.40192 2.9341 0.4675 -4.5256
N 0.94900 0.04159 -2.02183 1.4034 2.5709 0.4026
N -1.35119 -0.28095 -1.16735 3.4369 0.7697 -0.3116
```
Positions in Å, forces in eV/Å.



Entry 2:
Formula: C4H6N4O
Source: OMol25
Level of theory: ωB97M-V/def2-TZVPD

As for the multiplicity: 1. Its SMILES is [H]/N=C/N=C1\CN(O)C=N1. The highest occupied orbital energy comes out at -9.4 eV. The value obtained for the LUMO energy is -0.20 eV. The total charge is 0. The value obtained for the HOMO-LUMO gap is 9.23 eV.

Geometry as XYZ:
```
15
Properties=species:S:1:pos:R:3:forces:R:3
C -0.26268 -0.46039 -0.25653 -0.3552 -3.2247 -0.2823
C 0.17278 0.99731 -0.30411 4.6945 0.7640 0.3806
C 2.46829 0.26798 0.28930 -0.3414 1.9810 -1.1748
C -1.91621 1.04710 0.01816 1.1125 5.4663 2.5051
H -2.77342 -1.75097 0.24420 0.1000 3.4688 -1.5404
H -0.59225 -1.21278 -1.15995 0.9402 2.7923 1.3111
H 0.58861 -1.15001 0.17294 -2.1259 1.5916 0.0384
H 3.30892 0.80266 1.12431 -2.4453 -2.2102 -2.4742
H 3.23310 -1.37731 -0.01208 1.2830 -1.0669 0.2440
H -2.99529 1.40703 0.35858 2.4528 -0.7525 -1.3931
N -1.59090 -0.25503 0.49708 2.6677 3.2210 -1.0596
N 1.46639 1.39215 -0.00034 -2.9028 -3.1616 -0.3822
N 2.48786 -0.86038 -0.40482 -0.4262 3.9676 2.3216
N -0.95472 1.91322 -0.39923 -1.2218 -4.6662 1.2876
O -2.64048 -0.76058 -0.16752 -3.4320 -8.1705 0.2183
```
Positions in Å, forces in eV/Å.



Entry 3:
Formula: C4H6N4O
Source: OMol25
Level of theory: ωB97M-V/def2-TZVPD

As for the multiplicity: 1. The highest occupied orbital energy comes out at -9.3 eV. The value obtained for the LUMO energy is -1.07 eV. The total charge is 0. The value obtained for the HOMO-LUMO gap is 8.19 eV.

Geometry as XYZ:
```
15
Properties=species:S:1:pos:R:3:forces:R:3
C 0.20886 -1.44659 1.54199 -0.0859 -1.8311 1.1960
C 0.44256 -0.48709 0.37702 -0.4033 -2.0231 3.1793
C 0.73541 1.27348 -0.44891 0.3734 4.1802 -2.6850
C -1.47236 -1.08360 -1.20042 -8.4396 -1.2882 -0.9358
H -0.87449 -1.42957 1.72631 0.2365 0.0510 0.1719
H 0.74104 -1.48138 2.63832 -0.8458 1.3348 -3.1192
H 0.39758 -2.48004 1.24261 -0.0934 -0.1201 -0.3513
H 0.68514 3.02348 -1.25897 -5.3124 3.7785 -5.0325
H 1.31683 3.27340 0.15544 0.3233 -3.2874 -3.0793
H -1.13619 -2.40014 -1.05911 -1.9460 4.0656 -0.6462
N 1.24768 0.52178 0.58387 -2.7100 -0.7660 -2.5757
N 1.26052 2.53452 -0.78742 5.3826 -1.1693 8.6347
N -0.23114 0.88146 -1.26059 0.7611 -0.1753 1.9273
N -0.51851 -0.36504 -0.72008 4.6070 2.4933 1.9028
O -2.80295 -0.33466 -1.53006 8.1526 -5.2428 1.4131
```
Positions in Å, forces in eV/Å.



Entry 4:
Formula: C4H6N4O2
Source: OMol25
Level of theory: ωB97M-V/def2-TZVPD

As for the multiplicity: 1. Its SMILES is [H]\N=C/N=C\C=N\N.O=C=O. The highest occupied orbital energy comes out at -8.7 eV. The value obtained for the LUMO energy is 0.01 eV. The total charge is 0. The value obtained for the HOMO-LUMO gap is 8.76 eV.

Geometry as XYZ:
```
16
Properties=species:S:1:pos:R:3:forces:R:3
C -0.61383 0.73479 -0.93394 4.6750 1.8805 1.0057
C -1.91858 0.23281 -0.64684 -0.8943 0.1603 0.9636
C 2.74589 -1.50354 -1.40140 -0.0192 -1.1599 0.3668
C -1.61132 -0.20116 1.71128 1.3767 -4.6269 -0.0078
N 0.16898 1.03480 0.14036 -2.8049 -1.3352 -2.1728
N -2.30309 -0.16503 0.49478 -0.5313 0.0704 1.6440
N -1.19583 -1.28481 2.34086 -1.3918 1.9738 -1.0818
N 1.41697 1.42202 0.09138 -1.3663 -0.2641 -2.6843
O 2.60686 -2.62547 -1.12771 0.0224 0.7562 -0.2221
O 2.90825 -0.38965 -1.66713 0.0286 0.3161 -0.2383
H -0.16806 0.92045 -1.97602 -0.9777 -0.4252 1.3356
H -2.74277 0.26138 -1.35844 0.5551 -0.1521 -0.5743
H -1.54255 -2.09277 1.86484 -0.0269 -0.9726 -0.6752
H -1.28281 0.54605 2.33478 -0.0622 3.2098 0.2681
H 1.72089 1.59036 1.03151 1.1751 0.4001 -0.4458
H 1.81101 1.51978 -0.89831 0.2418 0.1691 2.5185
```
Positions in Å, forces in eV/Å.



Entry 5:
Formula: C4H6N4O4
Source: OMol25
Level of theory: ωB97M-V/def2-TZVPD

As for the multiplicity: 1. Its SMILES is NC(=O)NC(=O)NC(=O)C(N)=O. The highest occupied orbital energy comes out at -10.0 eV. The value obtained for the LUMO energy is -0.85 eV. The total charge is 0. The value obtained for the HOMO-LUMO gap is 9.11 eV.

Geometry as XYZ:
```
18
Properties=species:S:1:pos:R:3:forces:R:3
O -2.21656 2.70012 -0.32664 1.0502 0.0697 -0.7920
O -1.55148 -0.51389 0.66847 0.0653 1.4920 -0.6110
O 2.03273 -3.03444 0.24798 -1.1362 -2.7554 1.6752
O 2.08749 0.79572 -0.64781 -0.1983 -0.1413 0.2757
C -2.44298 1.56896 0.05499 -2.5928 3.3009 0.5751
C -1.33468 0.59881 0.16599 0.7816 -4.0049 1.3161
C 2.23302 -1.85261 0.22163 2.0038 -2.9162 -2.5991
C 1.10548 0.23716 -0.18336 1.6614 -0.7323 -0.5427
N -3.71916 1.35395 0.57312 0.9959 -1.5440 -0.6039
N 3.46684 -1.50197 -0.20764 0.6764 2.0682 -0.6877
N -0.06743 0.94598 -0.24484 -2.0223 1.7550 -0.6610
N 1.15178 -1.07152 0.27705 -2.0427 3.7995 0.5572
H -4.44910 2.03432 0.30654 1.0083 -0.6731 0.2020
H -3.99065 0.38643 0.73194 -0.0800 0.4195 0.0555
H 3.93749 -2.29591 -0.66832 -0.5582 0.7682 0.6393
H 3.40927 -0.63219 -0.74181 0.7297 -0.1417 0.3047
H 0.03926 1.82379 -0.79665 -0.1582 -0.8406 0.9005
H 0.30867 -1.54272 0.56938 -0.1840 0.0766 -0.0040
```
Positions in Å, forces in eV/Å.



Entry 6:
Formula: C4H6NO
Source: OMol25
Level of theory: ωB97M-V/def2-TZVPD

As for the multiplicity: 3. The highest occupied orbital energy (spin up / spin down) comes out at -1.0 / -5.1 eV. The value obtained for the LUMO energy (spin up / spin down) is 3.74 / 3.73 eV. The total charge is -1. Its expectation value of S² is 2.0114. The value obtained for the HOMO-LUMO gap (spin up / spin down) is 4.71 / 8.85 eV.

Geometry as XYZ:
```
12
Properties=species:S:1:pos:R:3:forces:R:3
C -0.95808 -0.17770 0.11793 -1.9829 -2.1844 -1.9462
C -1.73202 -1.19837 0.42309 -1.0694 -0.4692 0.5963
C -0.74400 0.88105 -0.91214 0.4806 -0.8615 1.6160
C 0.24978 0.48602 0.19824 0.2383 1.3992 0.2031
N 3.48945 0.16185 0.07852 1.4170 -1.8712 0.9556
O 4.24719 -0.77291 0.57872 -1.4772 1.8475 -0.9899
H -1.62295 -1.81975 1.34418 0.3194 0.4422 -0.9975
H -2.63091 -1.40213 -0.18577 0.4123 0.2166 0.4826
H -0.47963 0.75173 -1.91828 0.2085 -0.6561 -1.1265
H -1.10667 1.82397 -0.66490 -1.1029 1.4623 -0.0083
H 0.09068 1.16810 0.98340 1.2042 1.2296 1.0595
H 1.19716 0.09812 -0.04301 1.3520 -0.5550 0.1554
```
Positions in Å, forces in eV/Å.



Entry 7:
Formula: C4H6NO
Source: OMol25
Level of theory: ωB97M-V/def2-TZVPD

As for the multiplicity: 1. The highest occupied orbital energy comes out at -13.9 eV. The value obtained for the LUMO energy is -5.02 eV. The total charge is +1. The value obtained for the HOMO-LUMO gap is 8.87 eV.

Geometry as XYZ:
```
12
Properties=species:S:1:pos:R:3:forces:R:3
C 0.10334 0.71065 0.77951 -2.9764 1.3131 -3.9792
C -0.46607 0.30375 -2.45595 0.5654 0.4498 2.5850
C 1.21938 -1.02876 2.08329 -3.7301 -1.1683 1.4198
C -0.70359 0.30411 -0.50837 0.4191 1.2957 -1.0825
N 0.78657 -0.11001 1.40503 -0.5133 1.8009 -0.6822
O -1.26091 -0.24930 -3.07396 -0.8993 -0.6348 -0.0143
H -0.11396 1.78249 1.03653 0.7982 -1.2178 0.6162
H 0.37293 0.86799 -2.77640 1.0138 0.6404 -0.3064
H 2.22662 -1.13544 2.07243 3.0314 -1.2109 0.3395
H 0.38753 -1.59661 2.62293 1.7877 0.3698 -0.2154
H -0.90364 -0.72616 -0.51394 -0.3227 -1.4281 0.3693
H -1.64820 0.87728 -0.67110 0.8261 -0.2097 0.9502
```
Positions in Å, forces in eV/Å.



Entry 8:
Formula: C4H6NO
Source: OMol25
Level of theory: ωB97M-V/def2-TZVPD

As for the multiplicity: 1. Its SMILES is C=[N+](C)C=C=O. The highest occupied orbital energy comes out at -14.4 eV. The value obtained for the LUMO energy is -5.33 eV. The total charge is +1. The value obtained for the HOMO-LUMO gap is 9.11 eV.

Geometry as XYZ:
```
12
Properties=species:S:1:pos:R:3:forces:R:3
C 0.59543 -1.49653 -0.00434 -1.2746 0.3949 -0.0522
C -1.07879 0.33271 0.16545 -0.2362 1.3324 0.5466
C -2.38853 0.12219 0.01639 0.8642 -1.1092 -0.2678
C 1.20841 0.76480 -0.10852 1.0280 0.9553 -0.1451
N 0.18510 -0.26981 0.00675 0.2027 -1.0800 -0.1650
O -3.52040 0.07618 -0.08645 -0.1317 -0.0359 0.0168
H -0.09265 -2.32501 0.09774 -0.1624 0.1197 0.0549
H 1.64276 -1.70424 -0.14216 0.1154 0.1449 -0.0167
H -0.97731 1.38083 0.46021 0.0118 -0.2447 -0.0464
H 1.30293 1.31337 0.83009 -0.1557 -0.1721 0.0415
H 2.17178 0.32234 -0.34765 -0.1073 -0.0765 0.0386
H 0.95129 1.48315 -0.88751 -0.1542 -0.2288 -0.0051
```
Positions in Å, forces in eV/Å.



Entry 9:
Formula: C4H6NO2
Source: OMol25
Level of theory: ωB97M-V/def2-TZVPD

As for the multiplicity: 1. The highest occupied orbital energy comes out at -2.9 eV. The value obtained for the LUMO energy is 4.40 eV. The total charge is -1. The value obtained for the HOMO-LUMO gap is 7.31 eV.

Geometry as XYZ:
```
13
Properties=species:S:1:pos:R:3:forces:R:3
C -0.02300 -0.88932 -0.84896 -0.4858 0.2284 0.9026
C 0.92312 -1.42141 -0.04992 0.9419 -0.1949 0.2946
C -0.18003 0.52362 -0.36092 -0.1354 1.1737 -0.6944
C -1.21566 0.67852 0.76899 -0.5252 0.2725 0.0288
N 1.13468 1.04099 0.17800 0.7962 0.9312 -1.5090
O 1.96039 1.26485 -0.75733 -0.9992 -0.1472 1.1192
O 1.55514 -0.63850 0.82833 -0.5683 -2.0186 -0.8043
H -0.76036 -1.34857 -1.53313 0.8802 0.0647 0.4334
H 1.26579 -2.46632 -0.17979 -0.0591 0.3189 0.3099
H -0.35159 1.15277 -1.23669 -0.3208 0.3684 0.1701
H -2.02654 -0.05028 0.47381 0.5194 0.8617 1.0483
H -1.63474 1.71505 1.03419 0.5151 -1.2277 -1.0552
H -0.64719 0.43860 1.68344 -0.5590 -0.6310 -0.2440
```
Positions in Å, forces in eV/Å.



Entry 10:
Formula: C4H6NO2
Source: OMol25
Level of theory: ωB97M-V/def2-TZVPD

As for the multiplicity: 1. Its SMILES is CC1=CN([O-])OC1. The highest occupied orbital energy comes out at -1.2 eV. The value obtained for the LUMO energy is 4.03 eV. The total charge is -1. The value obtained for the HOMO-LUMO gap is 5.24 eV.

Geometry as XYZ:
```
13
Properties=species:S:1:pos:R:3:forces:R:3
C -0.81307 -0.93782 0.00043 0.9269 0.4929 -0.0823
C 0.27644 -0.13513 -0.11317 -0.2253 -0.1082 -0.2240
C -0.21776 1.29110 -0.06805 0.4818 0.0503 -0.1307
C 1.71985 -0.48463 0.01672 -0.3739 0.0415 -0.1156
N -1.97691 -0.30488 0.24097 -0.1265 0.1730 1.3100
O -3.15225 -0.62086 -0.14518 -0.3370 0.0089 -0.6437
O -1.59917 1.22221 0.05448 -0.6702 -0.3522 -0.2713
H -0.81572 -2.01518 0.04364 -0.1356 -0.0824 -0.0427
H 0.21076 1.84415 0.80133 0.0188 -0.0867 -0.0594
H 0.06227 1.87108 -0.97916 0.1057 -0.0384 0.2109
H 2.31104 -0.03291 -0.78738 0.1286 -0.0183 -0.0114
H 1.84761 -1.56529 -0.03066 0.1266 -0.0941 0.0005
H 2.14690 -0.13184 0.96603 0.0800 0.0138 0.0598
```
Positions in Å, forces in eV/Å.